# H22O11

A molecular structure, H22O11 in a non-equilibrium geometry (ωB97M-V/def2-TZVPD, the Open Molecules 2025 dataset).

Computed properties:
HOMO level: -8.21 eV
relative energy (zero: lowest compared OMol25 entry of this formula, charge and spin): 235.7 kcal/mol
Kohn-Sham gap: 7.7046 eV
E: -22871.294 eV

Last column: natural (NBO) charge in e.
CARTESIAN COORDINATES (ANGSTROEM)
1 H -0.03571 -1.30285 0.20542  0.4708
2 H -0.06315 -0.86907 -1.22923  0.4590
3 H 3.66055 0.58620 1.95225  0.4832
4 H 3.87570 -0.80779 1.25591  0.4818
5 H -4.05044 -1.44312 -1.49595  0.4705
6 H -4.45143 -0.19874 -0.58268  0.4829
7 H -0.64442 -0.04576 1.49732  0.4700
8 H -0.08559 0.66184 2.72728  0.4765
9 H -0.99787 3.17038 -0.41749  0.4957
10 H -1.05278 3.68013 -1.82813  0.4513
11 H 2.92833 -1.75840 -0.06509  0.4585
12 H 2.85247 -2.29568 -1.44803  0.4544
13 H -2.47828 -0.04158 1.11535  0.4547
14 H -2.15108 1.23632 1.96581  0.5091
15 H 4.45958 -0.64689 -1.82007  0.4743
16 H 3.04338 -0.27407 -1.61656  0.4406
17 H 2.05302 3.59758 0.80666  0.4649
18 H 2.00964 2.50603 -0.22155  0.4628
19 H -2.54915 -3.04338 -0.00596  0.4734
20 H -3.17582 -4.52921 -0.00444  0.4767
21 H -1.60192 0.45971 -0.40300  0.4889
22 H -0.35024 0.86873 -0.98030  0.3975
23 O -0.52698 -1.46250 -0.60073  -0.9278
24 O 3.21549 -0.13607 1.45159  -0.9633
25 O -4.02553 -0.46024 -1.40252  -0.9519
26 O -0.86700 0.08947 2.41987  -0.9482
27 O -1.36716 3.93808 -0.96824  -0.9548
28 O 3.42604 -2.29810 -0.66869  -0.9016
29 O -2.25659 0.84563 1.08966  -0.9482
30 O 3.74793 -0.64009 -1.18312  -0.9271
31 O 1.40035 3.13596 0.31906  -0.9266
32 O -2.83322 -3.73636 0.56659  -0.9501
33 O -1.10812 1.21383 -0.43099  -0.8980

Atoms 1-3, force components in eV/Å:
H 0.23 -0.38 0.47
H -0.59 -0.83 0.27
H -0.37 -1.03 -0.62